Record 1
Density functional theory data (ωB97M-V with the def2-TZVPD basis set) for C22H28N8O3RuS4Si as an isolated structure in a non-equilibrium geometry.

Properties
- Frontier orbital gap (spin up / spin down): 5.70 / 5.97 eV
- LUMO level (spin up / spin down): 1.9 / 1.9 eV
- HOMO (spin up / spin down): -3.786 / -4.049 eV
- Energy relative to the best compared isomer or geometry (same formula, charge and spin): 223.74 kJ/mol
- Largest force on an atom: 0.07450 hartree/bohr

```
! wB97M-V def2-TZVPD RIJCOSX def2/J DEFGRID3
* xyz -1 2
Ru -0.488 0.035 -0.672
N 1.380 1.352 -4.668
C 0.860 1.210 -3.407
S 0.917 -0.402 -2.738
N 0.413 2.229 -2.757
N -0.053 2.013 -1.527
C -0.159 3.067 -0.721
C -0.598 2.961 0.595
C -0.606 4.093 1.453
C -0.983 3.952 2.755
C -1.371 2.679 3.214
C -1.382 1.633 2.312
N -1.027 1.744 1.048
H 1.348 0.501 -5.211
H 1.104 2.195 -5.150
H 0.193 4.021 -1.095
H -0.297 5.043 1.039
H -0.971 4.800 3.427
H -1.652 2.524 4.244
H -1.706 0.648 2.628
N 6.718 -2.646 2.362
C 5.683 -1.737 2.175
C 5.388 -1.258 0.897
C 4.369 -0.344 0.715
C 3.654 0.109 1.806
C 3.948 -0.333 3.080
C 4.965 -1.247 3.267
S 2.239 1.159 1.514
O 1.733 1.652 2.769
O 2.610 2.148 0.539
N 1.172 0.135 0.814
C 0.638 -0.794 1.593
N -0.553 -1.288 1.145
C -1.069 -2.328 1.779
C -0.468 -2.860 2.911
C 0.681 -2.220 3.357
N 1.237 -1.213 2.710
H 6.958 -3.187 1.545
H 6.655 -3.200 3.202
H 5.954 -1.623 0.052
H 4.104 0.015 -0.267
H 3.346 0.026 3.899
H 5.204 -1.606 4.258
H -1.987 -2.733 1.367
H -0.889 -3.716 3.413
H 1.192 -2.521 4.265
C -3.667 -3.057 -4.309
O -3.022 -2.904 -3.062
C -1.701 -2.663 -3.051
S -0.819 -2.527 -4.445
S -1.064 -2.595 -1.475
H -4.725 -3.179 -4.082
H -3.278 -3.936 -4.835
H -3.514 -2.177 -4.942
C -3.901 -0.796 -0.439
Si -2.742 0.484 -1.345
C -3.119 0.526 -3.265
C -3.589 2.153 -0.834
H -4.946 -0.510 -0.518
H -3.646 -0.811 0.617
H -3.795 -1.805 -0.821
H -4.188 0.448 -3.441
H -2.623 -0.266 -3.816
H -2.778 1.470 -3.683
H -4.593 2.209 -1.246
H -3.033 3.011 -1.193
H -3.665 2.234 0.244
*
```

=====

Record 2
Density functional theory data (ωB97M-V with the def2-TZVPD basis set) for C22H29AsBN8Sn as an isolated structure in a non-equilibrium geometry.

Properties
- Frontier orbital gap (spin up / spin down): 5.60 / 5.32 eV
- LUMO level (spin up / spin down): 0.5 / 0.2 eV
- HOMO (spin up / spin down): -5.104 / -5.111 eV
- Largest force on an atom: 0.10747 hartree/bohr

```
! wB97M-V def2-TZVPD RIJCOSX def2/J DEFGRID3
* xyz 0 2
Sn -0.352 1.149 -0.203
C 0.442 2.378 -4.179
C -0.105 2.652 -2.943
N 0.072 1.590 -2.136
N 0.710 0.654 -2.823
C 0.951 1.104 -4.072
B 1.081 -0.711 -2.195
N -0.221 -1.333 -1.636
C -0.758 -2.545 -1.893
C -1.921 -2.665 -1.167
C -2.040 -1.478 -0.477
N -0.994 -0.685 -0.777
N 1.999 -0.407 -0.964
C 3.251 -0.776 -0.601
C 3.557 -0.197 0.609
C 2.446 0.528 0.952
N 1.521 0.386 -0.012
N 1.653 -1.651 -3.320
C 2.828 -2.304 -3.490
C 2.791 -2.996 -4.679
C 1.556 -2.734 -5.210
N 0.889 -1.922 -4.373
H 0.467 3.025 -5.045
H -0.599 3.569 -2.650
H 1.464 0.561 -4.854
H -0.343 -3.296 -2.551
H -2.596 -3.511 -1.142
H -2.837 -1.208 0.203
H 3.937 -1.404 -1.115
H 4.477 -0.292 1.171
H 2.314 1.124 1.845
H 3.678 -2.322 -2.854
H 3.570 -3.615 -5.104
H 1.163 -3.109 -6.145
C 0.272 3.148 3.832
As -0.121 2.389 2.054
C -2.072 2.289 2.325
C -0.157 4.125 1.116
H -0.407 3.999 4.049
H 1.322 3.503 3.855
H 0.134 2.364 4.604
H -2.458 3.243 2.739
H -2.303 1.463 3.030
H -2.568 2.087 1.353
H -0.775 4.856 1.678
H -0.588 3.985 0.103
H 0.877 4.514 1.024
C -1.056 -0.162 1.350
C -1.540 -1.089 2.358
C -0.651 -1.951 3.006
C -1.106 -2.808 4.011
C -2.451 -2.804 4.376
C -3.343 -1.947 3.733
C -2.889 -1.092 2.726
H -0.003 0.189 1.371
H -1.693 0.672 0.986
H 0.403 -1.960 2.738
H -0.408 -3.474 4.512
H -2.803 -3.467 5.162
H -4.391 -1.940 4.019
H -3.596 -0.424 2.241
H 0.318 2.735 -0.522
*
```

=====

Record 3
Density functional theory data (ωB97M-V with the def2-TZVPD basis set) for C22H29F5N5O5S2W as an isolated structure in a non-equilibrium geometry.

Properties
- Frontier orbital gap: 6.58 eV
- LUMO level: -11.3 eV
- HOMO: -17.853 eV
- Energy relative to the best compared isomer or geometry (same formula, charge and spin): 13.42 kJ/mol
- Largest force on an atom: 0.03229 hartree/bohr

```
! wB97M-V def2-TZVPD RIJCOSX def2/J DEFGRID3
* xyz 3 1
W 1.220 -0.931 1.092
N 3.201 -0.914 0.021
C 3.959 0.332 0.006
C 5.158 0.503 -0.618
C 5.827 1.743 -0.486
C 5.288 2.743 0.275
C 4.045 2.555 0.932
C 3.433 3.507 1.768
C 2.257 3.191 2.411
C 1.671 1.951 2.192
N 2.196 1.041 1.366
C 3.389 1.328 0.770
H 3.765 -1.605 0.524
H 3.128 -1.281 -0.928
H 5.607 -0.296 -1.200
H 6.780 1.883 -0.977
H 5.809 3.684 0.397
H 3.896 4.478 1.910
H 1.781 3.883 3.091
H 0.759 1.688 2.705
C -1.271 -3.931 2.897
S -1.770 -2.456 2.046
C -2.505 -3.086 0.573
O -0.407 -1.825 1.517
H -2.129 -4.215 3.514
H -0.437 -3.673 3.547
H -1.011 -4.713 2.188
H -3.398 -3.625 0.909
H -1.799 -3.753 0.080
H -2.792 -2.235 -0.049
C -5.680 -0.479 -2.756
C -4.366 -0.200 -3.481
S -3.078 0.353 -2.400
O -3.324 -0.117 -1.045
O -1.781 0.078 -2.984
C -3.261 2.104 -2.348
C -2.063 2.733 -1.661
N -1.584 1.964 -0.482
C -0.458 1.242 -0.475
N -0.347 0.592 0.694
C -1.463 0.895 1.449
C -2.212 1.736 0.722
N -3.488 2.297 1.112
O -4.001 3.081 0.343
O -3.946 1.884 2.148
C 0.525 1.194 -1.591
H -6.418 -0.797 -3.491
H -6.071 0.407 -2.255
H -5.564 -1.272 -2.021
H -4.469 0.586 -4.233
H -3.935 -1.077 -3.968
H -4.203 2.333 -1.850
H -3.292 2.464 -3.378
H -2.323 3.735 -1.339
H -1.223 2.787 -2.344
H -1.651 0.531 2.445
H 0.049 0.831 -2.504
H 1.339 0.512 -1.352
H 0.965 2.175 -1.778
F 1.128 -2.250 -1.089
C 1.495 -2.891 0.120
F 0.535 -3.795 0.350
C 2.811 -3.729 -0.115
F 2.534 -5.005 -0.210
F 3.653 -3.547 0.914
F 3.424 -3.330 -1.235
C 1.881 -1.266 2.841
H 1.407 -1.916 3.571
H 2.807 -0.819 3.200
*
```

=====

Record 4
Density functional theory data (ωB97M-V with the def2-TZVPD basis set) for C22H29GeN3O4RuS as an isolated structure in a non-equilibrium geometry.

Properties
- Frontier orbital gap (spin up / spin down): 6.83 / 5.52 eV
- LUMO level (spin up / spin down): -7.8 / -9.1 eV
- HOMO (spin up / spin down): -14.599 / -14.599 eV
- Largest force on an atom: 0.04463 hartree/bohr

```
! wB97M-V def2-TZVPD RIJCOSX def2/J DEFGRID3
* xyz 2 5
Ru 1.212 -0.173 -0.232
N 2.233 -0.461 -2.331
C 3.696 -0.310 -2.334
C 4.224 -1.020 -1.105
N 3.592 -0.442 0.091
C 3.893 -1.187 1.322
C 3.077 -0.626 2.470
N 1.654 -0.736 2.115
H 1.983 -1.443 -2.432
H 1.806 0.024 -3.114
H 3.937 0.754 -2.302
H 4.148 -0.734 -3.231
H 5.312 -0.939 -1.056
H 3.964 -2.080 -1.150
H 3.928 0.513 0.200
H 4.958 -1.142 1.559
H 3.623 -2.233 1.160
H 3.320 0.427 2.629
H 3.312 -1.166 3.388
H 1.053 -0.368 2.845
H 1.414 -1.714 1.978
Ge -2.047 -0.699 0.070
C -3.021 -0.846 -1.655
C -3.785 -1.987 -1.828
C -4.464 -2.138 -3.032
C -4.365 -1.167 -4.016
C -3.592 -0.031 -3.816
C -2.905 0.139 -2.622
C -2.820 -0.220 1.834
C -2.615 1.033 2.394
C -3.208 1.317 3.617
C -3.987 0.359 4.250
C -4.187 -0.886 3.668
C -3.602 -1.189 2.446
H -0.294 0.341 0.293
H -3.860 -2.750 -1.063
H -5.072 -3.019 -3.189
H -4.893 -1.296 -4.951
H -3.526 0.729 -4.582
H -2.303 1.024 -2.457
H -2.019 1.783 1.888
H -3.065 2.290 4.069
H -4.444 0.584 5.204
H -4.799 -1.628 4.163
H -3.760 -2.161 1.994
C 1.599 4.603 0.056
C 1.632 3.855 1.231
C 1.588 2.474 1.173
C 1.508 1.829 -0.066
C 1.458 2.585 -1.244
C 1.503 3.968 -1.175
H 1.656 5.683 0.103
H 1.684 4.347 2.193
H 1.603 1.905 2.093
H 1.384 2.110 -2.214
H 1.461 4.548 -2.087
O -0.278 -1.382 -1.603
S -0.134 -2.565 -0.697
O -0.390 -3.818 -1.288
O 1.196 -2.404 -0.064
O -1.173 -2.261 0.443
*
```

=====

Record 5
Density functional theory data (ωB97M-V with the def2-TZVPD basis set) for C22H29InN8OS as an isolated structure in a non-equilibrium geometry.

Properties
- Frontier orbital gap (spin up / spin down): 4.68 / 3.49 eV
- LUMO level (spin up / spin down): -13.1 / -14.3 eV
- HOMO (spin up / spin down): -17.767 / -17.767 eV
- Energy relative to the best compared isomer or geometry (same formula, charge and spin): 97.41 kJ/mol
- Largest force on an atom: 0.09433 hartree/bohr

```
! wB97M-V def2-TZVPD RIJCOSX def2/J DEFGRID3
* xyz 4 1
In -0.746 -0.338 0.345
N 4.848 -3.240 3.288
C 3.910 -2.177 2.778
C 4.675 -1.262 1.821
C 3.845 -0.040 1.407
N 2.725 -0.403 0.558
C 3.353 0.723 2.641
C 2.542 -0.175 3.583
N 1.260 -0.523 2.979
C 3.367 -1.406 3.980
H 5.327 -3.733 2.522
H 4.368 -3.942 3.869
H 5.580 -2.811 3.876
H 3.095 -2.678 2.249
H 4.980 -1.812 0.929
H 5.577 -0.895 2.313
H 4.534 0.638 0.872
H 3.006 -1.026 -0.192
H 2.315 0.429 0.144
H 2.738 1.566 2.327
H 4.211 1.122 3.180
H 2.378 0.406 4.506
H 0.644 0.284 3.046
H 0.820 -1.290 3.481
H 2.758 -2.061 4.606
H 4.204 -1.042 4.580
N -4.944 2.280 -0.395
C -5.641 1.106 -0.289
C -6.984 0.792 -0.346
C -7.310 -0.556 -0.202
C -6.328 -1.557 0.013
C -4.996 -1.255 0.077
C -4.631 0.102 -0.070
N -3.420 0.677 -0.040
C -3.628 1.995 -0.247
C -2.550 2.922 -0.308
C -2.616 4.299 -0.504
S -1.080 4.994 -0.539
C -0.410 3.411 -0.276
N -1.267 2.452 -0.176
H -5.358 3.187 -0.560
H -7.753 1.538 -0.492
H -8.346 -0.854 -0.268
H -6.658 -2.577 0.126
H -4.231 -2.005 0.224
H -3.495 4.905 -0.617
H 0.652 3.251 -0.202
N -1.534 -8.580 -0.521
C -1.424 -7.723 -1.521
O -1.643 -7.901 -2.689
C -0.995 -6.290 -1.121
C 0.142 -5.730 -1.674
C 0.447 -4.412 -1.336
N -0.321 -3.692 -0.545
C -1.411 -4.223 -0.034
C -1.809 -5.532 -0.295
H -1.781 -9.540 -0.740
H -1.259 -8.375 0.426
H 0.771 -6.270 -2.365
H 1.324 -3.934 -1.749
H -2.009 -3.590 0.612
H -2.730 -5.906 0.125
*
```

=====

Record 6
Density functional theory data (ωB97M-V with the def2-TZVPD basis set) for C22H29IrN5O2S4 as an isolated structure.

Properties
- Frontier orbital gap (spin up / spin down): 7.83 / 5.81 eV
- LUMO level (spin up / spin down): -2.0 / -4.3 eV
- HOMO (spin up / spin down): -9.845 / -10.149 eV
- Largest force on an atom: 0.01510 hartree/bohr

```
! wB97M-V def2-TZVPD RIJCOSX def2/J DEFGRID3
* xyz 1 5
Ir 0.258 0.226 0.302
C -2.037 3.041 -0.594
C -0.660 3.462 -1.088
S 0.399 2.143 -1.726
C -0.570 1.474 -3.103
C -1.705 0.502 -2.787
S -1.281 -0.775 -1.569
C -2.780 -0.800 -0.550
C -3.267 0.545 -0.007
S -1.980 1.677 0.612
H -2.685 2.763 -1.422
H -2.500 3.886 -0.086
H -0.072 3.900 -0.280
H -0.766 4.217 -1.868
H 0.172 0.992 -3.740
H -0.967 2.323 -3.661
H -1.988 -0.014 -3.704
H -2.583 1.025 -2.423
H -2.510 -1.461 0.272
H -3.578 -1.274 -1.121
H -3.914 0.347 0.848
H -3.860 1.090 -0.738
N -5.819 0.034 5.822
C -4.545 0.047 5.311
C -4.022 1.210 4.730
C -2.759 1.208 4.168
C -1.999 0.048 4.195
C -2.497 -1.115 4.779
C -3.756 -1.113 5.338
S -0.447 -0.046 3.404
O 0.474 -0.775 4.230
O -0.066 1.292 2.992
N -0.743 -0.843 1.995
C -0.249 -2.117 1.810
N -0.437 -3.108 2.676
C 0.081 -4.286 2.340
C 0.757 -4.508 1.146
C 0.893 -3.421 0.308
N 0.407 -2.225 0.638
H -6.277 0.908 6.005
H -6.096 -0.731 6.411
H -4.610 2.121 4.736
H -2.350 2.112 3.733
H -1.885 -2.011 4.794
H -4.139 -2.008 5.813
H -0.054 -5.086 3.059
H 1.151 -5.479 0.885
H 1.409 -3.491 -0.644
C 2.491 -0.559 -2.359
C 3.130 -0.216 -1.066
C 4.543 -0.243 -0.792
C 4.684 0.088 0.514
C 3.358 0.316 1.029
C 3.010 0.671 2.415
N 2.440 0.138 0.040
H 3.146 -1.195 -2.953
H 2.308 0.353 -2.937
H 1.535 -1.059 -2.198
H 5.312 -0.495 -1.507
H 5.593 0.171 1.091
H 3.896 0.964 2.973
H 2.549 -0.181 2.930
H 2.264 1.467 2.449
*
```

=====

Question: What is the largest force on an atom in the fifth record?
Answer: 0.09433 hartree/bohr

=====

Question: Among the records above, which one has the lowest largest force on an atom?
Answer: C22H29IrN5O2S4

=====

Question: Among the records above, which one has the highest largest force on an atom?
Answer: C22H29AsBN8Sn